# C32H48FeN4O3SSi4

A molecular structure, C32H48FeN4O3SSi4 in a non-equilibrium geometry (ωB97M-V/def2-TZVPD, the Open Molecules 2025 dataset).

Each line ends with the Löwdin charge.
CARTESIAN COORDINATES (ANGSTROEM)
Fe -0.407 -0.339 0.072  0.725
C -0.277 1.304 3.045  -0.019
C -0.804 -0.067 3.339  -0.323
C -1.006 -0.514 4.638  0.008
C -1.558 -1.773 4.840  -0.002
C -1.918 -2.532 3.744  0.017
C -1.696 -2.026 2.462  -0.210
N -1.111 -0.821 2.283  0.084
C -2.125 -2.710 1.242  -0.189
C -3.033 -3.765 1.265  0.030
C -3.493 -4.296 0.070  0.007
C -3.087 -3.712 -1.119  0.031
C -2.162 -2.673 -1.086  -0.194
N -1.654 -2.205 0.079  0.098
C -1.752 -1.963 -2.294  -0.212
C -1.967 -2.456 -3.583  0.019
C -1.654 -1.658 -4.667  -0.001
C -1.129 -0.392 -4.445  0.004
C -0.897 0.020 -3.139  -0.317
C -0.329 1.368 -2.834  -0.021
N -1.185 -0.753 -2.093  0.094
H 0.570 1.550 3.677  0.085
H -1.052 2.048 3.233  0.110
H 0.020 1.374 1.993  0.033
H -0.724 0.108 5.469  0.132
H -1.708 -2.152 5.838  0.126
H -2.360 -3.504 3.884  0.116
H -3.417 -4.137 2.199  0.118
H -4.177 -5.129 0.068  0.128
H -3.520 -4.034 -2.052  0.121
H -2.372 -3.442 -3.740  0.118
H -1.814 -2.016 -5.671  0.127
H -0.883 0.262 -5.266  0.136
H 0.653 1.485 -3.283  0.077
H -0.248 1.474 -1.748  0.028
H -0.972 2.146 -3.242  0.109
N -2.386 1.166 0.390  0.054
C -3.034 2.443 0.225  -0.324
C -2.478 3.403 -0.609  -0.044
C -3.134 4.608 -0.828  -0.041
C -4.334 4.815 -0.196  -0.236
C -4.894 3.910 0.672  -0.045
C -4.231 2.712 0.888  -0.033
S -5.314 6.347 -0.536  0.403
O -5.289 6.939 0.784  -0.343
O -4.534 6.999 -1.559  -0.352
O -6.557 5.738 -0.952  -0.344
H -2.798 0.519 -0.285  0.081
H -2.639 0.807 1.311  0.067
H -1.532 3.212 -1.088  0.074
H -2.739 5.368 -1.483  0.111
H -5.837 4.133 1.144  0.123
H -4.654 1.977 1.559  0.103
C 4.534 -2.063 1.780  -0.191
Si 2.700 -1.548 1.932  0.460
C 2.577 -0.615 3.598  -0.187
C 1.588 -3.100 1.971  -0.205
Si 1.969 -0.248 -0.081  0.470
Si 2.616 -1.658 -2.015  0.449
C 1.547 -3.235 -1.887  -0.201
C 4.482 -2.065 -1.937  -0.188
C 2.372 -0.835 -3.725  -0.188
Si 3.077 1.961 -0.120  0.426
C 2.804 2.925 -1.747  -0.204
C 4.949 1.608 -0.009  -0.199
C 2.566 3.048 1.368  -0.206
H 4.891 -2.508 2.706  0.041
H 5.172 -1.211 1.568  0.018
H 4.691 -2.800 0.999  0.007
H 3.250 -1.060 4.326  0.041
H 1.579 -0.660 4.017  -0.004
H 2.859 0.430 3.507  0.015
H 1.386 -3.413 2.991  0.034
H 2.062 -3.937 1.470  0.028
H 0.636 -2.917 1.482  -0.023
H 2.003 -3.974 -1.239  0.026
H 1.404 -3.703 -2.856  0.036
H 0.565 -3.012 -1.482  -0.020
H 4.744 -2.659 -1.069  0.002
H 5.075 -1.157 -1.901  0.019
H 4.806 -2.623 -2.813  0.041
H 1.327 -0.741 -3.997  -0.011
H 2.854 -1.421 -4.503  0.043
H 2.817 0.154 -3.759  0.019
H 3.073 2.327 -2.612  0.012
H 3.440 3.805 -1.764  0.041
H 1.784 3.264 -1.877  0.016
H 5.290 0.986 -0.831  0.014
H 5.227 1.111 0.914  0.015
H 5.512 2.535 -0.057  0.041
H 1.519 3.333 1.339  0.021
H 3.145 3.968 1.384  0.040
H 2.742 2.540 2.312  0.007

Computed properties:
Frontier orbital gap (alpha / beta)   0.1601 / 0.0974 Eh
Total charge   +1
Spin multiplicity   6
LUMO (alpha / beta)   -4.58 / -6.29 eV

# C32H48O19

8 unconnected molecules or ions with the total composition C32H48O19 in a non-equilibrium geometry (ωB97M-V/def2-TZVPD, the Open Molecules 2025 dataset).

Each line ends with the Löwdin charge.
CARTESIAN COORDINATES (ANGSTROEM)
C 11.373 12.517 18.886  -0.010
C 12.302 12.569 17.734  -0.345
C 11.636 12.867 16.409  -0.042
O 12.740 13.520 15.693  0.036
C 13.533 14.093 16.614  -0.600
O 14.282 15.019 16.433  0.135
O 13.243 13.625 17.810  0.102
H 11.009 11.507 18.862  0.076
H 10.551 13.227 18.749  0.083
H 11.935 12.600 19.823  0.098
H 12.901 11.656 17.662  0.157
H 10.893 13.692 16.549  0.138
H 11.289 12.031 15.831  0.116
C 17.744 10.988 10.722  -0.011
C 17.458 10.847 9.227  -0.269
C 16.908 9.465 8.806  -0.064
O 15.469 9.658 8.926  0.048
C 15.243 11.023 9.033  -0.581
O 14.155 11.512 9.105  0.154
O 16.341 11.723 8.947  0.088
H 16.971 10.657 11.393  0.089
H 18.090 11.996 10.999  0.085
H 18.623 10.360 10.896  0.090
H 18.289 11.126 8.634  0.139
H 17.278 8.710 9.471  0.121
H 17.161 9.175 7.781  0.133
C 12.267 15.765 13.191  -0.027
C 11.863 14.849 12.141  -0.298
C 12.922 13.787 11.557  -0.089
O 12.563 12.636 12.216  0.029
C 11.223 12.787 12.653  -0.502
O 10.562 11.871 13.062  0.140
O 10.772 14.008 12.472  0.099
H 13.087 16.401 12.811  0.085
H 12.760 15.262 13.986  0.060
H 11.419 16.381 13.599  0.119
H 11.435 15.489 11.351  0.154
H 13.946 14.099 11.927  0.130
H 12.954 13.576 10.506  0.120
O 10.258 9.842 10.342  0.111
C 11.102 9.518 11.156  -0.468
C 12.566 9.304 10.969  -0.090
C 12.992 8.452 12.161  -0.133
C 11.983 8.970 13.210  -0.147
O 10.769 9.216 12.452  -0.031
H 12.784 9.016 9.951  0.122
H 13.029 10.343 11.116  0.137
H 12.848 7.383 11.925  0.120
H 14.042 8.561 12.412  0.108
H 11.837 8.207 14.028  0.138
H 12.383 9.843 13.668  0.110
O 11.013 9.650 16.955  0.127
C 10.198 9.122 16.260  -0.502
C 9.295 9.746 15.282  -0.070
C 8.254 8.685 15.237  -0.180
C 9.019 7.438 15.288  -0.186
O 10.084 7.778 16.168  0.029
H 9.009 10.774 15.356  0.107
H 9.873 9.617 14.327  0.120
H 7.667 8.569 16.159  0.130
H 7.542 8.762 14.360  0.152
H 8.461 6.656 15.843  0.141
H 9.373 7.131 14.307  0.128
O 15.336 16.823 13.246  0.142
C 15.900 16.349 12.325  -0.520
C 17.151 16.910 11.652  -0.060
C 17.198 16.175 10.313  -0.137
C 16.348 14.942 10.594  -0.142
O 15.373 15.390 11.565  -0.010
H 17.078 17.938 11.626  0.099
H 17.999 16.558 12.214  0.109
H 16.655 16.725 9.495  0.129
H 18.169 16.039 9.898  0.102
H 15.903 14.660 9.650  0.122
H 16.921 14.104 11.023  0.106
O 17.789 14.437 13.294  0.118
C 17.466 13.809 14.257  -0.412
C 17.601 14.287 15.700  -0.046
C 17.436 12.972 16.501  -0.122
C 16.692 12.033 15.499  -0.147
O 17.037 12.491 14.206  0.005
H 18.444 14.872 15.914  0.103
H 16.770 15.013 15.894  0.132
H 18.352 12.509 16.939  0.123
H 16.843 13.123 17.350  0.082
H 17.074 11.046 15.600  0.109
H 15.575 12.136 15.579  0.136
O 8.560 13.050 17.256  0.116
C 7.945 13.458 16.309  -0.497
C 8.305 13.680 14.889  -0.092
C 7.192 14.491 14.247  -0.097
C 5.997 14.028 15.175  -0.129
O 6.667 13.835 16.415  0.017
H 9.337 14.038 14.758  0.122
H 8.263 12.673 14.504  0.117
H 7.266 15.547 14.403  0.107
H 6.918 14.255 13.220  0.118
H 5.169 14.732 15.289  0.126
H 5.560 13.078 14.962  0.113

Computed properties:
Structure (SMILES)   C[C@H]1COC(=O)O1.C[C@H]1COC(=O)O1.C[C@H]1COC(=O)O1.O=C1CCCO1.O=C1CCCO1.O=C1CCCO1.O=C1CCCO1.O=C1CCCO1
Frontier orbital gap   0.3734 Eh
Total charge   0
Energy above the lowest of the compared OMol25 structures with the same formula, charge and spin   0.0 kcal per mole
LUMO   0.38 eV

> Which of these has the highest total charge?

C32H48FeN4O3SSi4